Entry from the Open Molecules 2025 dataset: a cluster of 2 separate species, C8H15NO3S in total in a non-equilibrium geometry (ωB97M-V/def2-TZVPD).

Summary:
Energy relative to the best compared isomer or geometry (same formula, charge and spin): 37.05 kcal/mol
Kohn-Sham gap: 8.70 eV
2S+1: 1
HOMO: -8.138 eV

```
28
Properties=species:S:1:pos:R:3:forces:R:3:nbo_charge:R:1
C 1.008304 -1.317083 2.015277 0.16 1.69 -0.23 -0.62
C 0.399909 1.108802 -1.964377 -0.56 -2.38 1.17 -0.63
O -0.655349 -2.596484 -0.540234 -0.60 -0.15 -0.59 -0.69
C -0.237444 -0.914696 1.162494 0.11 -1.22 0.64 -0.07
O 4.286518 1.017039 -0.905905 -0.04 -0.28 0.30 -0.53
H 0.606778 -1.579423 2.971346 -0.06 -0.85 0.66 0.21
H 1.374114 0.620432 -1.877196 0.17 0.43 0.73 0.20
H -2.451566 1.119203 -1.745728 0.14 -0.95 0.16 0.22
C -0.543631 0.792901 -0.743814 -0.81 1.02 -0.24 0.14
C -0.751208 2.082810 0.091615 2.97 -0.46 -0.53 -0.63
C -1.995434 0.382253 -1.044279 -0.88 0.60 0.93 -0.64
O 2.519880 1.111294 0.559939 -1.50 0.14 1.79 -0.50
H -0.874952 -0.219581 1.722571 0.06 -0.23 -0.05 0.22
H 0.582030 2.101277 -2.232907 -0.38 1.59 -0.51 0.22
C 3.412134 1.031221 -0.137675 1.84 0.36 -2.02 1.03
C -1.012332 -2.299776 0.795578 2.25 -0.08 1.84 -0.09
H 0.021024 0.444722 -2.694062 -0.70 0.18 -1.77 0.23
H -1.269588 2.873238 -0.446225 0.68 0.10 -0.82 0.22
H 1.684004 -0.444362 2.260006 -0.75 -0.82 -0.67 0.22
H -2.075532 -2.216609 1.024572 -0.14 -0.06 -0.89 0.19
H -2.060936 -0.677619 -1.299303 -0.25 0.29 -0.61 0.23
H 0.316016 2.328463 0.398804 -1.69 0.50 0.28 0.23
H 1.594665 -2.115813 1.536546 -0.33 0.26 0.33 0.22
H -1.479778 1.936178 0.833933 -0.21 -0.52 1.85 0.20
N 0.138131 -0.301145 -0.063082 1.78 -0.94 -1.19 -0.59
S 0.643642 -1.635918 -1.099705 -1.48 0.85 2.00 0.64
H -0.591586 -3.144725 1.470837 -0.68 1.33 -0.92 0.17
H -2.587818 0.513407 -0.049036 0.89 -0.39 -1.66 0.19
```
Forces are in eV/Å.